70
Properties=species:S:1:pos:R:3:nbo_charge:R:1 method="wB97M-V/def2-TZVPD" energy_ha=-2839.87182 smiles="CP(C)C1=C(C(F)(F)F)C(=O)C(P(O)(O)=S)=CC1=O.CO.CO.CO.CO.CO.CO.CO" spin_multiplicity=1 fmax_ev_per_a=2.42 homo_ev=-8.7 molar_mass_g_mol=556.5
C 3.3461 -0.1411 0.4711 -0.909
P 2.4359 0.1029 -1.1462 0.786
C 2.8258 -1.4818 -2.0539 -0.926
C 0.6202 0.0206 -0.8675 -0.214
C -0.0456 0.7214 0.0374 -0.270
C 0.6036 1.6942 0.9821 0.971
F -0.3282 2.4925 1.4952 -0.311
F 1.1255 1.0675 2.0256 -0.315
F 1.4899 2.4762 0.4189 -0.298
C -1.5285 0.4534 0.0946 0.585
O -2.3565 1.2826 0.2185 -0.504
C -1.8823 -1.0094 -0.0776 -0.445
P -3.1484 -1.8305 0.9425 1.817
O -4.6070 -1.5426 0.3640 -0.963
O -2.8421 -3.4242 0.8261 -0.964
S -2.9504 -1.3271 2.7974 -0.582
C -1.2368 -1.7068 -0.9776 -0.225
C -0.1726 -0.9429 -1.7331 0.504
O -0.0140 -1.0638 -2.8925 -0.475
H 4.1758 -0.8284 0.3025 0.247
H 3.6508 0.8233 0.8652 0.246
H 2.6736 -0.6584 1.1610 0.233
H 3.8789 -1.7694 -1.9202 0.269
H 2.5008 -1.4594 -3.0907 0.252
H 2.2467 -2.2634 -1.5405 0.205
H -5.1712 -1.5326 1.1645 0.537
H -1.8918 -3.5793 0.7305 0.505
H -1.4554 -2.7509 -1.1673 0.237
C -5.8066 2.8270 0.9778 -0.245
O -5.2757 2.9927 -0.3296 -0.718
H -6.7054 3.4345 1.0606 0.177
H -6.0654 1.7787 1.1555 0.155
H -5.0819 3.1557 1.7281 0.163
H -4.4825 2.4522 -0.3886 0.468
C -7.5245 -2.8087 3.3246 -0.250
O -6.2132 -2.3087 3.5707 -0.730
H -7.5831 -3.1162 2.2827 0.178
H -7.7287 -3.6716 3.9634 0.165
H -8.2702 -2.0312 3.5103 0.164
H -6.1730 -2.0403 4.4943 0.474
C -2.3514 2.2179 -3.1614 -0.251
O -2.7704 2.9833 -2.0410 -0.726
H -2.5516 2.7920 -4.0628 0.189
H -1.2772 2.0087 -3.1021 0.153
H -2.9057 1.2746 -3.2087 0.159
H -2.5866 2.4594 -1.2534 0.469
C 7.0874 -3.4837 -2.4761 -0.247
O 5.6825 -3.3369 -2.2802 -0.733
H 7.5966 -2.7534 -1.8526 0.185
H 7.4075 -4.4876 -2.1875 0.165
H 7.3452 -3.3041 -3.5224 0.167
H 5.2482 -3.9888 -2.8396 0.466
C 2.9430 2.8175 -3.9910 -0.244
O 4.2029 3.0776 -3.3791 -0.743
H 2.9872 1.8421 -4.4693 0.182
H 2.1564 2.8115 -3.2329 0.170
H 2.7271 3.5799 -4.7437 0.164
H 4.1504 3.9427 -2.9585 0.472
C 7.3246 3.0127 -0.7833 -0.244
O 6.8568 3.7876 -1.8786 -0.733
H 7.8829 3.6657 -0.1164 0.181
H 6.4822 2.5782 -0.2370 0.158
H 7.9830 2.2137 -1.1356 0.159
H 6.3648 3.1952 -2.4594 0.479
C -2.1453 -2.1589 6.6935 -0.246
O -2.7506 -1.4352 5.6285 -0.720
H -2.8299 -2.9451 7.0031 0.181
H -1.2074 -2.6115 6.3604 0.162
H -1.9515 -1.4980 7.5428 0.161
H -2.1344 -0.7438 5.3647 0.467